The molecule C2Cl2FNO2. Source: the Open Molecules 2025 dataset; level of theory: ωB97M-V/def2-TZVPD.

Last column: Mulliken charge in e.
Positions of all 8 atoms, in Å:
Cl (1.6728, 0.4975, -0.4525)  -0.0840
C (-0.1228, -1.3168, 0.3972)  0.6008
C (0.0759, 1.1300, -0.3431)  0.5832
O (0.4910, -2.2688, 0.6929)  -0.4105
O (-0.7060, -0.3995, 1.1036)  -0.0756
F (-0.4549, -1.1762, -0.9599)  -0.2396
Cl (-0.0835, 2.7466, -0.8583)  -0.1030
N (-0.8725, 0.7873, 0.4201)  -0.2712

Atomic forces in eV per Å
-0.21 0.09 -0.18
0.01 -2.62 -2.95
0.53 1.63 1.45
0.07 0.04 1.03
0.18 0.34 0.83
-0.07 -0.37 0.96
0.01 0.25 -0.80
-0.51 0.63 -0.33

Its total energy is -1301.6150 a.u. The calculation puts the energy relative to the best compared isomer or geometry (same formula, charge and spin) at 0.0 kcal/mol. Its max |F| is 3.95 eV/A. Its HOMO energy is -11.2 eV. As for the LUMO energy: -0.33 eV. The orbital gap is 10.91 eV.

A cluster of 2 separate species, C2Cl2O2S in total. Source: the Open Molecules 2025 dataset; level of theory: ωB97M-V/def2-TZVPD.

Last column: Mulliken charge in e.
Positions of all 7 atoms, in Å:
O (-2.3017, -0.6380, -1.2856)  -0.3913
S (-1.5580, -0.2371, -0.1293)  0.8341
C (1.4601, 0.6423, -0.4895)  -0.2418
Cl (3.9802, -0.1784, 0.3631)  -0.0379
Cl (-2.5409, 1.4586, 0.4434)  -0.0890
O (-1.4194, -1.1642, 0.9538)  -0.3686
C (2.3796, 0.1167, 0.1440)  0.2945

Atomic forces in eV per Å
0.34 -0.11 -0.58
-0.37 -0.45 -0.29
-2.62 0.87 -1.03
-0.60 -0.08 0.22
0.12 0.38 0.46
0.28 0.26 0.40
2.84 -0.88 0.83

Its total energy is -1545.0044 a.u. The calculation puts the energy relative to the best compared isomer or geometry (same formula, charge and spin) at 25.9 kcal/mol. Its max |F| is 3.09 eV/A. Its HOMO energy (alpha / beta) is -11.1 / -10.5 eV. As for the LUMO energy (alpha / beta): -3.27 / -3.66 eV. The orbital gap (alpha / beta) is 7.80 / 6.85 eV.

A cluster of 3 separate species, C2Cl2O4Si in total. Source: the Open Molecules 2025 dataset; level of theory: ωB97M-V/def2-TZVPD.

Last column: Mulliken spin population.
Positions of all 9 atoms, in Å:
O (-3.0438, -1.2049, 1.3007)  0.0078
O (-0.7535, -0.4521, 0.4142)  0.2553
Cl (0.0989, 3.3077, 0.7313)  0.1300
C (-0.5256, 0.4289, -0.3879)  0.8410
C (-2.4386, -1.6433, 0.4419)  0.0148
O (-2.2024, -2.3849, -0.4005)  0.0070
Cl (9.5453, -0.9876, 0.0666)  0.0000
Si (0.5369, 1.8359, -0.9222)  0.6382
O (-1.2173, 1.1003, -1.2442)  0.1058

Atomic forces in eV per Å
-1.39 2.06 2.90
0.22 -0.22 1.35
-0.39 0.61 -0.15
1.33 -2.23 -0.66
-0.41 -1.06 -0.67
1.21 -1.46 -2.29
0.11 -0.02 0.00
0.53 0.17 0.05
-1.21 2.15 -0.53

Its total energy is -1587.0811 a.u. The spin multiplicity is 3. Its max |F| is 3.82 eV/A. The net charge is -2. Its HOMO energy (alpha / beta) is 0.8 / -2.0 eV. As for the LUMO energy (alpha / beta): 4.76 / 3.17 eV. The expectation value of S² is 2.008. The orbital gap (alpha / beta) is 3.99 / 5.17 eV.

A cluster of 2 separate species, C2Cl3IS in total. Source: the Open Molecules 2025 dataset; level of theory: ωB97M-V/def2-TZVPD.

Last column: Mulliken charge in e.
Positions of all 7 atoms, in Å:
Cl (-0.2701, -0.9128, -2.5111)  -0.0746
S (-1.8955, -1.6596, 1.5730)  -0.1214
C (-1.5739, -0.3020, 0.7996)  -0.0526
Cl (0.8098, 1.3621, -0.8771)  -0.1250
I (-2.2211, 1.6256, 0.5977)  0.2192
Cl (1.8241, -1.2975, -0.5330)  -0.1261
C (0.4876, -0.3589, -1.1244)  0.2805

Atomic forces in eV per Å
-0.26 0.11 -0.49
0.23 1.84 -0.86
0.25 -1.80 0.38
-0.16 -0.90 -0.76
-0.46 -0.11 0.32
-0.52 -0.08 -0.16
0.92 0.93 1.57

Its total energy is -2152.5222 a.u. The calculation puts the energy relative to the best compared isomer or geometry (same formula, charge and spin) at 59.1 kcal/mol. Its max |F| is 2.04 eV/A. Its HOMO energy (alpha / beta) is -8.5 / -7.9 eV. As for the LUMO energy (alpha / beta): -1.02 / -0.83 eV. The orbital gap (alpha / beta) is 7.46 / 7.09 eV.

A structure of composition C2Cl3IS. Source: the Open Molecules 2025 dataset; level of theory: ωB97M-V/def2-TZVPD.

Last column: Mulliken charge in e.
Positions of all 7 atoms, in Å:
C (-0.3047, -0.3073, 0.5831)  0.3883
Cl (0.9590, 0.3932, 1.6246)  -0.0963
Cl (-0.1367, -2.0897, 0.7460)  -0.1184
Cl (-1.8232, 0.2880, 1.0187)  -0.0661
I (0.2679, 2.2849, -1.0332)  0.2355
C (0.2086, 0.2005, -0.9507)  -0.2070
S (0.8290, -0.7697, -1.9885)  -0.1360

Atomic forces in eV per Å
2.54 -0.27 -1.78
0.09 -0.03 0.44
-0.52 0.70 -0.22
-1.31 0.20 0.12
-0.26 0.28 -0.32
-0.89 0.00 2.94
0.35 -0.88 -1.17

Its total energy is -2152.6163 a.u. The calculation puts the energy relative to the best compared isomer or geometry (same formula, charge and spin) at 0.0 kcal/mol. Its max |F| is 3.11 eV/A. Its HOMO energy is -9.3 eV. As for the LUMO energy: -1.00 eV. The orbital gap is 8.31 eV.

A cluster of 2 separate species, C2Cl3N in total. Source: the Open Molecules 2025 dataset; level of theory: ωB97M-V/def2-TZVPD.

Last column: Mulliken spin population.
Positions of all 6 atoms, in Å:
Cl (1.3099, 0.1248, 1.0385)  0.0115
Cl (-3.1013, 0.4633, 1.1743)  0.2099
C (-1.6866, 0.2615, 0.2644)  1.5683
Cl (-1.9275, -0.7811, -1.0739)  0.2030
N (3.0609, -0.0886, -1.1644)  0.0068
C (2.3446, 0.0201, -0.2390)  0.0004

Atomic forces in eV per Å
0.44 0.00 -0.35
0.61 0.62 0.57
-1.78 -1.05 -0.73
1.06 0.44 0.14
-1.79 0.33 2.37
1.46 -0.34 -2.00

Its total energy is -1511.3614 a.u. The spin multiplicity is 3. Its max |F| is 2.99 eV/A. Its HOMO energy (alpha / beta) is -8.7 / -11.7 eV. As for the LUMO energy (alpha / beta): 0.42 / -2.43 eV. The expectation value of S² is 2.007. The orbital gap (alpha / beta) is 9.15 / 9.23 eV.

The ion C2ClF2O4P with charge -2. Source: the Open Molecules 2025 dataset; level of theory: ωB97M-V/def2-TZVPD.

Last column: Mulliken charge in e.
Positions of all 10 atoms, in Å:
F (1.5080, -0.2949, 1.6679)  -0.3031
C (0.5670, 0.3445, 0.8648)  0.1035
F (0.4466, 1.6002, 1.4800)  -0.2911
C (-1.2530, -0.6747, 0.0136)  0.5422
O (0.7366, 1.7196, -1.5821)  -0.7265
P (0.9476, 0.4110, -0.9125)  0.8328
Cl (-2.5323, 0.7279, 0.0715)  -0.3972
O (2.0615, -0.4641, -1.3605)  -0.7570
O (-0.6091, -0.5652, -1.1207)  -0.4137
O (-1.6105, -1.6632, 0.6120)  -0.5898

Atomic forces in eV per Å
0.11 -0.21 -0.19
-1.45 0.05 0.42
0.12 0.02 -0.22
1.61 0.08 1.16
-0.28 0.16 0.15
-0.62 -0.39 -0.49
-0.72 0.82 0.21
0.03 -0.45 0.07
1.28 0.21 -0.88
-0.08 -0.30 -0.22

Its total energy is -1378.5129 a.u. The calculation puts the energy relative to the best compared isomer or geometry (same formula, charge and spin) at 18.6 kcal/mol. Its max |F| is 1.98 eV/A. The net charge is -2. Its HOMO energy is 0.6 eV. As for the LUMO energy: 6.27 eV. The orbital gap is 5.64 eV.

The molecule C2ClF3. Source: the Open Molecules 2025 dataset; level of theory: ωB97M-V/def2-TZVPD.

Last column: Mulliken charge in e.
Positions of all 6 atoms, in Å:
C (-0.8243, -0.0448, -0.4032)  0.4480
F (-1.6780, -0.0108, -1.4147)  -0.2197
F (1.4430, -0.2798, -1.3242)  -0.1977
F (-1.5345, 0.1824, 0.6564)  -0.1803
Cl (1.0349, 0.0806, 1.3581)  -0.1254
C (0.5462, -0.0212, -0.3211)  0.2751

Atomic forces in eV per Å
1.56 0.84 -1.02
1.23 -0.47 -0.58
-1.41 0.51 1.68
-0.45 -0.03 1.21
0.96 -0.11 -1.13
-1.89 -0.75 -0.16

Its total energy is -835.9336 a.u. The calculation puts the energy relative to the best compared isomer or geometry (same formula, charge and spin) at 13.5 kcal/mol. Its max |F| is 2.26 eV/A. Its HOMO energy is -9.8 eV. As for the LUMO energy: 0.65 eV. The orbital gap is 10.46 eV.

A cluster of 2 separate species, C2ClF3O in total. Source: the Open Molecules 2025 dataset; level of theory: ωB97M-V/def2-TZVPD.

Last column: Mulliken charge in e.
Positions of all 7 atoms, in Å:
Cl (-2.3252, 0.6641, -0.0297)  -0.0265
F (1.2224, 1.4316, 0.6473)  -0.1893
C (-1.1408, -0.4997, 0.4145)  0.0545
C (1.1336, 0.3773, -0.2207)  0.7321
F (-1.3520, -1.7178, 0.0163)  -0.0768
F (1.8628, -0.5720, 0.4019)  -0.1742
O (0.5991, 0.3164, -1.2296)  -0.3198

Atomic forces in eV per Å
-0.44 -0.78 -0.36
-0.45 -0.93 -1.63
0.91 -0.22 1.06
2.29 0.43 4.81
-0.96 0.84 -0.39
-0.67 0.50 -1.10
-0.67 0.16 -2.40

Its total energy is -911.1437 a.u. The calculation puts the energy relative to the best compared isomer or geometry (same formula, charge and spin) at 51.4 kcal/mol. Its max |F| is 5.34 eV/A. Its HOMO energy is -10.2 eV. As for the LUMO energy: -0.67 eV. The orbital gap is 9.56 eV.

A cluster of 2 separate species, C2ClF3O in total. Source: the Open Molecules 2025 dataset; level of theory: ωB97M-V/def2-TZVPD.

Last column: Mulliken spin population.
Positions of all 7 atoms, in Å:
Cl (-2.5490, -0.9210, -0.7582)  0.2180
C (1.7957, -0.1429, 0.0987)  0.0007
F (2.2858, -1.1704, 0.8091)  0.0001
F (2.7779, 0.2763, -0.6453)  0.0001
O (0.7040, 0.2088, 0.1082)  0.0034
F (-2.3918, 1.4583, -0.0557)  0.1251
C (-2.6226, 0.2910, 0.4432)  1.6526

Atomic forces in eV per Å
-0.19 -0.51 0.71
2.03 -2.11 0.33
-0.30 0.57 -0.11
0.29 0.54 -0.31
-2.02 1.01 0.08
0.11 1.66 0.55
0.09 -1.15 -1.26

Its total energy is -911.0871 a.u. The calculation puts the energy relative to the best compared isomer or geometry (same formula, charge and spin) at 0.0 kcal/mol. The spin multiplicity is 3. Its max |F| is 2.94 eV/A. Its HOMO energy (alpha / beta) is -8.2 / -12.2 eV. As for the LUMO energy (alpha / beta): 0.65 / -2.01 eV. The expectation value of S² is 2.005. The orbital gap (alpha / beta) is 8.86 / 10.16 eV.

A structure of composition C2ClF3O2S2. Source: the Open Molecules 2025 dataset; level of theory: ωB97M-V/def2-TZVPD.

Last column: Mulliken charge in e.
Positions of all 10 atoms, in Å:
O (1.5582, 1.5751, 0.3884)  -0.5336
F (0.3074, -1.8389, 0.8058)  -0.1477
C (0.8266, -0.9063, 0.0147)  0.6107
F (-1.4533, 1.3834, -1.7433)  -0.1319
C (-0.6955, 0.6380, -0.9724)  0.1834
O (-0.4374, 0.9741, 1.7885)  -0.4129
S (0.0165, -0.7496, -1.5568)  0.0656
S (0.3325, 0.8252, 0.6098)  0.9134
F (2.1437, -1.1895, 0.0039)  -0.1810
Cl (-2.5987, -0.7114, 0.6613)  -0.3660

Atomic forces in eV per Å
-1.69 -0.44 -0.07
-0.42 -0.03 -0.15
0.43 -0.87 1.98
1.14 -0.43 1.23
-2.01 -0.01 0.90
0.45 -0.03 -0.32
0.37 -1.00 -1.82
1.69 1.10 -0.03
-0.69 1.00 -0.62
0.73 0.72 -1.11

Its total energy is -1782.6843 a.u. The calculation puts the energy relative to the best compared isomer or geometry (same formula, charge and spin) at 75.8 kcal/mol. Its max |F| is 2.21 eV/A. Its HOMO energy (alpha / beta) is -9.4 / -10.0 eV. As for the LUMO energy (alpha / beta): -3.04 / -2.54 eV. The orbital gap (alpha / beta) is 6.39 / 7.43 eV.

A structure of composition C2ClI3O. Source: the Open Molecules 2025 dataset; level of theory: ωB97M-V/def2-TZVPD.

Last column: Mulliken charge in e.
Positions of all 7 atoms, in Å:
I (-0.2255, -1.7950, 2.2178)  0.2262
Cl (-2.0981, -0.9658, 1.3665)  -0.2199
C (0.7214, 0.3873, -0.6906)  -0.8964
I (2.6863, 0.8874, 0.0226)  0.1195
O (-1.2651, 1.7345, -0.6860)  -0.2726
I (0.4526, -1.4482, -1.5514)  0.1931
C (-0.2715, 1.1997, -0.6789)  0.8501

Atomic forces in eV per Å
1.61 -0.73 0.96
-1.61 0.72 -0.75
3.03 -0.51 0.47
-1.19 -0.07 -0.32
-2.67 2.21 0.01
-0.12 -0.37 -0.43
0.96 -1.26 0.06

Its total energy is -1504.6627 a.u. The calculation puts the energy relative to the best compared isomer or geometry (same formula, charge and spin) at 24.0 kcal/mol. Its max |F| is 3.46 eV/A. Its HOMO energy is -8.7 eV. As for the LUMO energy: -0.92 eV. The orbital gap is 7.78 eV.

What did the second record say?
A cluster of 2 separate species, C2Cl2O2S in total. Source: the Open Molecules 2025 dataset; level of theory: ωB97M-V/def2-TZVPD.

Last column: Mulliken charge in e.
Positions of all 7 atoms, in Å:
O (-2.3017, -0.6380, -1.2856)  -0.3913
S (-1.5580, -0.2371, -0.1293)  0.8341
C (1.4601, 0.6423, -0.4895)  -0.2418
Cl (3.9802, -0.1784, 0.3631)  -0.0379
Cl (-2.5409, 1.4586, 0.4434)  -0.0890
O (-1.4194, -1.1642, 0.9538)  -0.3686
C (2.3796, 0.1167, 0.1440)  0.2945

Atomic forces in eV per Å
0.34 -0.11 -0.58
-0.37 -0.45 -0.29
-2.62 0.87 -1.03
-0.60 -0.08 0.22
0.12 0.38 0.46
0.28 0.26 0.40
2.84 -0.88 0.83

Its total energy is -1545.0044 a.u. The calculation puts the energy relative to the best compared isomer or geometry (same formula, charge and spin) at 25.9 kcal/mol. Its max |F| is 3.09 eV/A. Its HOMO energy (alpha / beta) is -11.1 / -10.5 eV. As for the LUMO energy (alpha / beta): -3.27 / -3.66 eV. The orbital gap (alpha / beta) is 7.80 / 6.85 eV.

Q: The highest max |F| belongs to which entry?
A: number 9